C40H74FO24PS7 | wB97M-V/def2-TZVPD

The geometry in ORCA input format:
```
! RIJCOSX wB97M-V def2-TZVPD def2/J DEFGRID3
* xyz 0 1
C 2.05 2.51 1.90
C 1.63 3.91 1.18
O 0.32 4.24 1.70
C -0.42 5.09 0.80
C -1.89 4.49 0.44
O -2.37 3.57 1.47
C -3.70 3.15 1.11
C -3.71 1.71 0.35
C -3.96 1.64 -1.06
P -4.29 3.11 -2.19
S -2.71 3.77 -3.14
C -4.00 0.19 -1.78
O -4.80 0.07 -2.74
C -3.08 -0.94 -1.16
C -2.45 -2.09 -2.03
C -2.74 -2.21 -3.61
C -1.73 -1.36 -4.52
C -0.68 -0.45 -3.72
F -0.95 -2.20 -5.42
C -1.50 -3.13 -1.33
S -0.76 -4.48 -2.40
C -1.19 -3.09 0.22
C -0.25 -4.20 0.88
O 1.02 -4.39 0.23
C 1.72 -3.15 0.02
O 3.13 -3.45 -0.01
C 3.91 -2.61 0.87
C 4.79 -1.53 0.06
O 4.84 -0.30 0.85
C -1.88 -1.95 1.06
C -1.61 -1.91 2.66
C -0.31 -1.04 3.07
C -0.71 -0.17 4.39
O -1.38 -0.66 5.33
O -0.20 1.18 4.41
C -2.80 -0.86 0.40
C -3.47 0.34 1.18
O -3.88 0.34 2.36
H 3.12 2.58 2.31
H 1.29 2.30 2.74
H 1.96 1.64 1.15
H 1.65 3.73 0.05
H 2.41 4.71 1.50
H 0.19 5.32 -0.16
H -0.60 6.12 1.29
H -1.74 3.87 -0.51
H -2.57 5.39 0.26
H -4.26 3.96 0.51
H -4.33 2.97 2.07
H -5.02 4.14 -1.50
H -5.19 2.62 -3.22
H -2.69 -3.30 -3.98
H -3.80 -1.86 -3.89
H -2.35 -0.64 -5.18
H 0.06 -1.08 -3.13
H -1.25 0.32 -3.09
H -0.07 0.15 -4.49
H 0.05 -3.73 -3.29
H -0.05 -4.06 2.00
H -0.82 -5.20 0.79
H 1.41 -2.38 0.81
H 1.40 -2.75 -1.02
H 3.32 -2.11 1.71
H 4.67 -3.31 1.39
H 5.87 -1.91 -0.04
H 4.32 -1.27 -0.95
H 5.45 -0.42 1.61
H -2.54 -1.53 3.24
H -1.43 -2.97 3.09
H 0.10 -0.39 2.22
H 0.50 -1.77 3.44
H 0.79 1.07 4.35
O -2.60 -7.01 1.87
S -3.98 -6.69 1.63
O -5.00 -6.97 2.60
O -4.43 -7.31 0.21
C -4.27 -8.71 -0.01
C -5.31 -9.52 0.75
C -4.10 -4.98 1.19
H -3.25 -9.02 0.25
H -4.40 -8.88 -1.08
H -5.17 -9.42 1.83
H -5.23 -10.58 0.50
H -6.31 -9.16 0.52
H -3.35 -4.76 0.43
H -3.90 -4.39 2.09
H -5.10 -4.78 0.82
O 4.82 3.45 4.14
S 6.06 3.90 4.72
O 6.98 2.99 5.35
O 5.75 5.12 5.73
C 4.83 4.91 6.80
C 5.43 4.05 7.90
C 6.95 4.82 3.50
H 3.90 4.47 6.42
H 4.58 5.89 7.21
H 5.63 3.04 7.54
H 4.75 3.98 8.75
H 6.38 4.47 8.24
H 6.28 5.54 3.04
H 7.33 4.12 2.76
H 7.79 5.33 3.99
O 1.02 4.79 -6.15
S 1.49 3.44 -6.22
O 1.59 2.60 -5.05
O 2.92 3.42 -6.99
C 3.98 4.23 -6.47
C 4.57 3.64 -5.21
C 0.56 2.57 -7.45
H 3.63 5.26 -6.31
H 4.75 4.27 -7.24
H 3.84 3.65 -4.39
H 5.44 4.22 -4.88
H 4.87 2.60 -5.37
H 0.51 3.17 -8.36
H -0.44 2.40 -7.05
H 1.04 1.61 -7.65
O 3.52 -2.53 6.12
S 4.13 -1.75 7.16
O 3.68 -0.42 7.48
O 5.73 -1.71 6.91
C 6.21 -1.23 5.66
C 6.09 0.28 5.55
C 4.15 -2.70 8.65
H 5.70 -1.73 4.83
H 7.27 -1.50 5.60
H 5.04 0.59 5.55
H 6.55 0.65 4.63
H 6.56 0.77 6.41
H 4.52 -3.70 8.43
H 3.13 -2.75 9.02
H 4.78 -2.20 9.38
O -5.92 2.16 -5.91
S -5.88 0.80 -6.37
O -4.73 0.27 -7.06
O -7.20 0.51 -7.26
C -7.46 1.35 -8.39
C -6.53 1.05 -9.55
C -6.26 -0.28 -5.03
H -7.41 2.40 -8.10
H -8.49 1.15 -8.70
H -5.49 1.29 -9.29
H -6.80 1.63 -10.43
H -6.55 -0.02 -9.80
H -7.15 0.08 -4.52
H -5.41 -0.28 -4.35
H -6.42 -1.29 -5.42
*
```

Properties
E_HOMO   -8.645 eV
Total energy   -179659.019 eV
SMILES   CCOCCOCC1=C([PH2]=S)C(=O)c2c(C[C@@H](C)F)c(S)c(COCOCCO)c(CCC(=O)O)c2C1=O.CCOS(C)(=O)=O.CCOS(C)(=O)=O.CCOS(C)(=O)=O.CCOS(C)(=O)=O.CCOS(C)(=O)=O



C4H6AgO3 | wB97M-V/def2-TZVPD

The geometry in ORCA input format:
```
! RIJCOSX wB97M-V def2-TZVPD def2/J DEFGRID3
* xyz 0 2
O 1.33 0.98 0.27
O -0.75 0.25 -0.02
O 0.52 -0.77 1.41
C -0.69 0.44 -1.51
C -2.10 0.36 -2.01
C 0.33 0.31 0.65
H -2.06 0.11 -3.08
H -2.72 -0.42 -1.52
H -2.68 1.31 -1.93
Ag 1.26 0.77 -1.87
C 1.67 -0.81 2.24
H 1.55 -1.72 2.85
H 1.77 0.05 2.92
H 2.57 -0.86 1.62
*
```

Properties
Expectation value of S²   0.76
Energy relative to the best compared isomer or geometry (same formula, charge and spin)   101.7 kJ/mol
E_HOMO (alpha / beta)   -6.771 / -8.322 eV
Total energy   -14382.699 eV



CH2N4S | wB97M-V/def2-TZVPD

The geometry in ORCA input format:
```
! RIJCOSX wB97M-V def2-TZVPD def2/J DEFGRID3
* xyz 0 1
C 0.23 0.09 -0.22
N 1.03 1.23 -0.53
N -0.30 2.96 0.30
N -1.01 2.70 -0.55
N -1.34 2.06 -1.50
S 0.10 0.92 -1.79
H 0.71 -0.88 -0.20
H -0.62 0.20 0.44
*
```

Properties
Energy relative to the best compared isomer or geometry (same formula, charge and spin)   361.8 kJ/mol
E_HOMO   -9.548 eV
Total energy   -17860.056 eV



H17O9 | wB97M-V/def2-TZVPD

The geometry in ORCA input format:
```
! RIJCOSX wB97M-V def2-TZVPD def2/J DEFGRID3
* xyz -1 1
O -0.49 -0.15 -0.73
H 2.50 0.66 2.77
H 1.23 -2.81 -1.97
O -2.63 1.51 -1.75
H -2.61 0.54 -1.84
O 1.85 0.85 1.01
H 1.11 0.38 1.40
H 2.05 0.00 0.45
O 1.93 -1.39 -0.32
H -1.44 2.61 1.71
H -2.94 0.35 1.92
O 0.36 -3.02 -2.33
H 0.18 -0.86 -0.78
H 2.77 -1.64 -0.71
O -1.94 1.79 1.56
H -4.08 0.44 1.00
H -1.21 1.28 1.18
O 2.16 0.02 3.43
H 2.33 -0.89 3.16
H -3.31 1.56 -1.05
O 1.85 0.15 -2.28
H 2.39 0.93 -2.47
H 1.96 -0.25 -1.30
O -3.57 -0.24 1.44
H -0.29 -2.34 -2.17
H -0.17 0.53 -1.34
*
```

Properties
Energy relative to the best compared isomer or geometry (same formula, charge and spin)   156.0 kJ/mol
E_HOMO   -5.873 eV
Total energy   -18704.908 eV



C6H11PS | wB97M-V/def2-TZVPD

The geometry in ORCA input format:
```
! RIJCOSX wB97M-V def2-TZVPD def2/J DEFGRID3
* xyz 0 1
C -1.18 -0.52 0.65
C 0.06 -0.84 0.30
C -1.90 0.84 0.69
C -1.09 1.94 1.14
C 0.62 -2.23 0.23
C 1.45 0.49 -2.10
P 1.11 0.50 -0.17
S 2.86 0.56 0.89
H -1.76 -1.33 1.10
H -2.44 1.12 -0.32
H -2.64 0.65 1.48
H -1.47 2.95 0.92
H -0.57 1.66 2.08
H -0.12 -3.02 0.56
H 1.55 -2.21 0.85
H 0.99 -2.15 -0.90
H 0.46 0.79 -2.56
H 2.24 1.21 -2.27
H 1.83 -0.43 -2.54
*
```

Properties
Energy relative to the best compared isomer or geometry (same formula, charge and spin)   301.2 kJ/mol
E_HOMO (alpha / beta)   -7.835 / -7.938 eV
Total energy   -26520.891 eV



C23H18AuBrCl2N4O2 | wB97M-V/def2-TZVPD

The geometry in ORCA input format:
```
! RIJCOSX wB97M-V def2-TZVPD def2/J DEFGRID3
* xyz 2 3
Au 0.34 -0.42 -0.01
Br 0.66 6.63 2.48
C 0.23 5.03 1.69
C -1.11 4.76 1.33
C -1.42 3.55 0.79
C -0.41 2.53 0.58
O -0.80 1.43 0.14
C 0.98 2.86 0.90
C 2.11 1.98 0.67
N 2.08 0.80 0.17
C 3.27 0.07 -0.13
C 4.49 0.65 -0.36
C 5.61 -0.13 -0.71
C 5.50 -1.49 -0.83
C 4.25 -2.12 -0.58
C 4.08 -3.52 -0.64
C 2.87 -4.08 -0.37
C 1.79 -3.23 -0.07
N 1.92 -1.92 -0.03
C 3.13 -1.34 -0.25
C 1.25 4.08 1.45
H -1.87 5.51 1.49
H -2.43 3.29 0.51
H 3.08 2.40 0.95
H 4.61 1.72 -0.30
H 6.55 0.36 -0.90
H 6.35 -2.09 -1.11
H 4.93 -4.15 -0.90
H 2.72 -5.15 -0.39
H 0.81 -3.64 0.16
H 2.27 4.34 1.70
Cl -3.55 0.35 0.81
C -5.33 0.23 0.97
Cl -6.09 1.81 0.92
H -5.55 -0.24 1.92
H -5.69 -0.36 0.13
N -2.93 -6.47 -1.75
C -2.86 -5.83 -0.56
O -3.13 -6.34 0.50
C -2.34 -4.40 -0.57
C -1.90 -3.70 -1.69
C -1.32 -2.46 -1.52
N -1.20 -1.89 -0.31
C -1.70 -2.52 0.76
C -2.27 -3.77 0.67
H -3.28 -7.41 -1.74
H -2.83 -6.01 -2.64
H -1.98 -4.10 -2.69
H -0.95 -1.90 -2.37
H -1.64 -2.00 1.71
H -2.65 -4.29 1.54
*
```

Properties
Expectation value of S²   2.04
Energy relative to the best compared isomer or geometry (same formula, charge and spin)   25.2 kJ/mol
E_HOMO (alpha / beta)   -14.370 / -14.671 eV
Total energy   -132963.144 eV



- Look up the total energy of the fifth one.
  -26520.891 eV



- What is the formula in the second record?
  C4H6AgO3



- Number 5 is which compound?
  C6H11PS